Entry 1:
{"formula": "FNO4S", "method": "ωB97M-V/def2-TZVPD", "molar_mass_g_mol": 129.07, "smiles": "O=NOS(=O)(=O)F", "e_tot_ha": -853.6380, "lumo_ev": -1.122, "e_above_lowest_kj_mol": 53.4, "multiplicity": 1, "e_homo_ev": -11.620, "symbols": ["N", "O", "O", "O", "O", "F", "S"], "xyz": [[-1.7328, 0.0649, 0.2042], [1.0195, -0.4276, 1.2757], [-0.5998, -0.1639, -0.5809], [-2.5683, -0.7535, 0.1321], [1.7920, -0.4602, -1.0940], [1.1042, 1.6680, 0.1300], [0.9853, 0.0724, -0.0671]], "nbo_charge": [0.394, -0.869, -0.607, -0.192, -0.815, -0.445, 2.533]}

---

Entry 2:
{"formula": "C38H62N2O18", "method": "ωB97M-V/def2-TZVPD", "molar_mass_g_mol": 834.91, "smiles": "O=C1CCCO1.O=C1CCCO1.O=C1CCCO1.O=C1CCCO1.O=C1CCCO1.O=C1CCCO1.O=C1CCCO1.O=C1CCCO1.CNC(C)=O.CNC(C)=O", "e_tot_ha": -2948.9654, "lumo_ev": 0.093, "e_above_lowest_kj_mol": 203.3, "multiplicity": 1, "e_homo_ev": -9.479, "symbols": ["C", "C", "O", "N", "C", "H", "H", "H", "H", "H", "H", "H", "C", "C", "O", "N", "C", "H", "H", "H", "H", "H", "H", "H", "O", "C", "O", "C", "C", "C", "H", "H", "H", "H", "H", "H", "O", "C", "O", "C", "C", "C", "H", "H", "H", "H", "H", "H", "O", "C", "O", "C", "C", "C", "H", "H", "H", "H", "H", "H", "O", "C", "O", "C", "C", "C", "H", "H", "H", "H", "H", "H", "O", "C", "O", "C", "C", "C", "H", "H", "H", "H", "H", "H", "O", "C", "O", "C", "C", "C", "H", "H", "H", "H", "H", "H", "O", "C", "O", "C", "C", "C", "H", "H", "H", "H", "H", "H", "O", "C", "O", "C", "C", "C", "H", "H", "H", "H", "H", "H"], "xyz": [[-1.0172, -7.7126, -5.1280], [-2.4537, -8.0302, -4.8699], [-3.0347, -7.5934, -3.8757], [-3.0803, -8.8114, -5.7964], [-4.4792, -9.2457, -5.6797], [-0.2860, -8.4180, -4.7332], [-0.8443, -6.6927, -4.7844], [-0.8292, -7.7668, -6.2003], [-2.6122, -9.0554, -6.6575], [-4.9791, -8.6454, -4.9195], [-4.4921, -10.2992, -5.4001], [-5.0793, -9.0199, -6.5612], [1.1944, -0.3500, 3.1187], [1.4810, -0.9816, 1.7375], [2.6526, -1.0712, 1.2940], [0.4312, -1.4844, 1.0621], [0.5159, -2.1552, -0.1888], [1.7838, 0.5283, 3.3822], [1.1829, -1.1326, 3.8773], [0.1695, 0.0148, 3.0515], [-0.4049, -1.6221, 1.6117], [0.2532, -1.5676, -1.0685], [-0.1551, -2.9918, 0.0060], [1.5271, -2.5052, -0.3965], [-4.4342, -2.9980, 2.9199], [-5.3529, -3.5877, 2.3508], [-5.0972, -4.7101, 1.5971], [-6.1923, -5.0954, 0.8015], [-7.4332, -4.4245, 1.4377], [-6.8646, -3.2618, 2.3161], [-6.2565, -6.1710, 0.6375], [-5.9715, -4.6772, -0.1805], [-7.8158, -5.1926, 2.1098], [-8.1616, -4.0268, 0.7310], [-7.3311, -3.2057, 3.2996], [-7.0011, -2.3630, 1.7146], [-6.7551, 0.5969, -2.4321], [-5.7265, 1.2153, -2.3429], [-5.5783, 2.4622, -2.8038], [-4.3130, 2.9352, -2.5656], [-3.4732, 1.6647, -2.3936], [-4.4312, 0.6582, -1.8060], [-4.3209, 3.5199, -1.6457], [-3.8883, 3.4526, -3.4259], [-2.5301, 1.7014, -1.8483], [-3.0879, 1.2500, -3.3251], [-4.4572, 0.7285, -0.7186], [-4.2687, -0.3860, -2.0732], [4.9709, -6.1403, -0.7279], [5.2830, -6.0003, 0.4866], [6.4963, -5.4303, 0.7472], [6.7232, -5.2730, 2.1349], [5.7215, -6.0825, 2.7881], [4.5977, -6.3718, 1.7755], [6.6499, -4.2075, 2.3523], [7.7269, -5.6039, 2.4018], [5.4254, -5.6462, 3.7420], [6.1073, -7.0283, 3.1685], [3.8196, -5.6152, 1.8766], [4.1796, -7.3695, 1.6422], [5.0933, 3.5092, -5.4296], [4.6109, 3.7816, -4.3257], [4.1418, 2.8468, -3.5527], [3.6138, 3.2964, -2.3146], [3.4435, 4.8361, -2.4800], [4.3941, 5.1416, -3.7053], [4.3662, 3.1076, -1.5488], [2.7809, 2.6599, -2.0159], [3.5863, 5.4459, -1.5879], [2.4024, 5.0833, -2.6880], [5.3578, 5.5264, -3.3717], [3.9958, 5.8312, -4.4496], [6.5884, 7.0783, 1.9303], [6.8037, 6.4322, 2.9932], [8.0773, 6.3666, 3.4515], [8.0922, 5.7163, 4.7165], [6.8417, 4.8633, 4.6941], [5.8426, 5.6290, 3.8493], [8.1296, 6.3954, 5.5683], [8.9131, 5.0020, 4.7799], [6.5134, 4.6580, 5.7129], [7.0670, 3.9056, 4.2250], [5.1555, 6.2665, 4.4057], [5.2577, 4.9881, 3.1895], [-2.1135, 5.4802, 2.7341], [-1.8729, 6.7042, 2.6324], [-0.7842, 7.2263, 2.1189], [-0.7202, 8.5762, 2.4106], [-1.8329, 8.9079, 3.4614], [-2.6822, 7.7439, 3.3287], [-0.9447, 9.1133, 1.4891], [0.2616, 8.8899, 2.7651], [-2.4035, 9.8108, 3.2438], [-1.2651, 9.0586, 4.3795], [-3.5168, 7.9849, 2.6704], [-2.9629, 7.2995, 4.2836], [-4.6945, 4.5740, 8.7804], [-4.3665, 3.4430, 8.3766], [-3.1850, 2.8710, 8.6536], [-3.1440, 1.5138, 8.1930], [-4.6003, 1.0915, 8.1167], [-5.2500, 2.3915, 7.6844], [-2.5569, 0.8934, 8.8702], [-2.7281, 1.5294, 7.1856], [-4.9803, 0.9002, 9.1203], [-4.8520, 0.2684, 7.4479], [-6.3146, 2.3999, 7.9183], [-5.0066, 2.4715, 6.6250], [0.3945, -1.9150, -7.4895], [1.2202, -1.9250, -8.4061], [0.8143, -2.2377, -9.6178], [1.8698, -2.2845, -10.5128], [3.0624, -1.6144, -9.8054], [2.6886, -1.5194, -8.3216], [1.5889, -1.8021, -11.4490], [2.0589, -3.3345, -10.7361], [3.1648, -0.6290, -10.2598], [3.9949, -2.1564, -9.9626], [2.9373, -0.5588, -7.8707], [3.2496, -2.2413, -7.7280]], "lowdin_charge": [-0.009, -0.552, 0.023, -0.003, -0.068, 0.087, 0.090, 0.071, 0.127, 0.077, 0.080, 0.078, -0.004, -0.512, -0.008, -0.020, -0.076, 0.079, 0.079, 0.064, 0.135, 0.084, 0.092, 0.086, 0.073, -0.416, 0.005, -0.175, -0.136, -0.056, 0.126, 0.122, 0.107, 0.112, 0.120, 0.119, 0.114, -0.488, 0.048, -0.180, -0.166, -0.082, 0.132, 0.131, 0.115, 0.117, 0.129, 0.131, 0.054, -0.413, 0.025, -0.199, -0.182, -0.048, 0.132, 0.131, 0.120, 0.117, 0.130, 0.132, 0.074, -0.506, 0.042, -0.137, -0.118, -0.052, 0.120, 0.126, 0.105, 0.101, 0.124, 0.122, 0.052, -0.418, 0.032, -0.169, -0.173, -0.073, 0.128, 0.126, 0.117, 0.120, 0.129, 0.127, 0.064, -0.467, 0.064, -0.163, -0.155, -0.118, 0.124, 0.128, 0.119, 0.119, 0.142, 0.141, 0.071, -0.438, 0.025, -0.154, -0.171, -0.084, 0.129, 0.127, 0.119, 0.121, 0.128, 0.127, 0.077, -0.470, 0.048, -0.178, -0.145, -0.056, 0.126, 0.123, 0.111, 0.112, 0.128, 0.124]}

---

Entry 3:
{"formula": "C4H10ClPS", "method": "ωB97M-V/def2-TZVPD", "molar_mass_g_mol": 156.62, "smiles": "CCSP(Cl)CC", "e_tot_ha": -1358.1226, "lumo_ev": 0.820, "e_above_lowest_kj_mol": 27.5, "multiplicity": 1, "e_homo_ev": -8.657, "symbols": ["C", "C", "C", "C", "P", "S", "Cl", "H", "H", "H", "H", "H", "H", "H", "H", "H", "H"], "xyz": [[-0.9421, 0.8529, -2.7379], [-0.2349, -0.9824, 2.4698], [-0.5617, 1.2551, -1.3689], [1.1977, -0.8878, 2.1588], [0.2237, -0.3009, -0.5860], [1.5072, 0.5119, 0.9203], [1.6221, -0.8501, -1.8754], [-0.1192, 0.9548, -3.3785], [-1.0927, -0.1661, -2.8156], [-1.8370, 1.4811, -3.1269], [-0.6252, -0.0223, 2.7515], [-1.0310, -1.2177, 1.5335], [-0.5294, -1.7019, 3.2270], [-1.3098, 1.4799, -0.5309], [0.3127, 1.9587, -1.2776], [1.6050, -1.8624, 1.6436], [1.8147, -0.5029, 2.9932]], "nbo_charge": [-0.635, -0.648, -0.689, -0.489, 0.646, -0.124, -0.295, 0.226, 0.209, 0.220, 0.215, 0.219, 0.222, 0.240, 0.226, 0.225, 0.234]}

---

Entry 4:
{"formula": "C10H17N2O", "method": "ωB97M-V/def2-TZVPD", "molar_mass_g_mol": 181.26, "smiles": "CC(C)=[N+](N=C=O)C1CCCCC1", "e_tot_ha": -575.6549, "lumo_ev": -4.292, "e_above_lowest_kj_mol": 284.1, "multiplicity": 1, "e_homo_ev": -14.006, "charge": 1, "symbols": ["C", "C", "C", "C", "C", "C", "C", "C", "C", "C", "N", "N", "O", "H", "H", "H", "H", "H", "H", "H", "H", "H", "H", "H", "H", "H", "H", "H", "H", "H"], "xyz": [[2.8720, 1.5790, -1.1009], [-2.2503, 1.9288, -0.1114], [-1.7604, 1.3336, 1.2258], [-2.0047, 1.0194, -1.2606], [-0.3277, 0.9826, 1.2687], [-0.5291, 0.7825, -1.2526], [0.0225, 0.1164, 0.0407], [2.0777, -1.1801, 0.2478], [1.4655, -2.1998, 1.1996], [3.5193, -1.3080, -0.0441], [1.9678, 0.8406, -0.8638], [1.4293, -0.1478, -0.1432], [3.7057, 2.3373, -1.3016], [-3.3730, 2.2589, 0.0858], [-1.7281, 2.8226, -0.3640], [-2.0096, 1.9304, 2.1741], [-2.2351, 0.4148, 1.2328], [-2.5327, 0.0418, -1.3417], [-2.3047, 1.5834, -2.1787], [0.3256, 1.8570, 1.1877], [0.0424, 0.3150, 2.0500], [-0.3209, 0.0895, -2.0797], [0.1052, 1.6706, -1.3494], [-0.6346, -0.7512, 0.2679], [1.0318, -1.6969, 2.0701], [2.1839, -2.9966, 1.4952], [0.7061, -2.6549, 0.5261], [3.7137, -1.1325, -1.0569], [3.9218, -2.2685, 0.3493], [4.2464, -0.5521, 0.4024]], "nbo_charge": [0.899, -0.395, -0.413, -0.421, -0.383, -0.403, -0.061, 0.469, -0.676, -0.716, -0.420, -0.092, -0.415, 0.235, 0.205, 0.243, 0.196, 0.217, 0.241, 0.203, 0.204, 0.219, 0.218, 0.234, 0.264, 0.267, 0.264, 0.262, 0.267, 0.290]}

---

Entry 5:
{"formula": "C4H15N2O", "method": "ωB97M-V/def2-TZVPD", "molar_mass_g_mol": 107.18, "e_tot_ha": -345.4533, "lumo_ev": [-6.799, -11.662], "e_above_lowest_kj_mol": 61.9, "multiplicity": 2, "e_homo_ev": [-18.891, -18.891], "charge": 2, "symbols": ["N", "C", "C", "C", "N", "C", "H", "H", "H", "H", "H", "H", "H", "H", "H", "H", "H", "H", "H", "H", "H", "O"], "xyz": [[0.3997, -0.2369, -1.6738], [0.0149, 0.6720, -0.5179], [0.1717, 2.1342, -0.9131], [0.7559, 0.2873, 0.7781], [-0.1192, 0.3670, 1.9240], [0.3089, -0.0489, 3.2230], [0.6171, -1.1666, -1.3204], [-0.3649, -0.3358, -2.3493], [1.2209, 0.1558, -2.1504], [-1.0409, 0.4949, -0.3386], [0.5704, 2.3137, -1.9108], [0.7595, 2.7112, -0.2124], [-0.7736, 2.6612, -0.9168], [1.1818, -0.7071, 0.7300], [1.5629, 1.0059, 1.0059], [-0.7267, 1.1981, 1.9255], [-0.3440, -0.8920, 3.5323], [1.3326, -0.4206, 3.1865], [0.2170, 0.7820, 3.9284], [-1.7916, -2.8505, -1.4062], [-0.7073, -3.1217, -2.4849], [-1.3491, -2.4663, -2.1896]], "mulliken_spin": [0.002, 0.015, 0.000, 0.015, 0.806, 0.032, 0.001, 0.000, 0.000, -0.011, 0.000, 0.000, 0.001, 0.021, 0.036, -0.031, 0.072, 0.011, 0.029, 0.000, 0.000, 0.000]}

---

Entry 6:
{"formula": "C3H4F2O", "method": "ωB97M-V/def2-TZVPD", "molar_mass_g_mol": 94.06, "smiles": "C[C@H]1OC1(F)F", "e_tot_ha": -391.5847, "lumo_ev": 0.969, "e_above_lowest_kj_mol": 231.3, "multiplicity": 1, "e_homo_ev": -8.760, "symbols": ["C", "C", "C", "O", "F", "F", "H", "H", "H", "H"], "xyz": [[0.2479, -0.5687, 0.3018], [0.9163, 0.3717, -1.1683], [-1.0076, -0.0592, 0.9073], [0.2780, -0.8144, -1.1572], [0.2890, 1.4873, -1.5193], [2.2211, 0.4567, -1.3771], [1.0326, -1.0801, 0.8309], [-0.8853, -0.0053, 1.9851], [-1.8432, -0.7197, 0.6738], [-1.2487, 0.9318, 0.5230]], "nbo_charge": [-0.012, 0.933, -0.673, -0.513, -0.307, -0.302, 0.195, 0.230, 0.220, 0.229]}